This record from the OMol25 dataset describes a structure of composition C58H50FN4O30PS3 in a non-equilibrium geometry. The level of theory is ωB97M-V with the def2-TZVPD basis set.

Computed properties:
E_tot: -172847.961 eV
strongest force on any atom: 1.4 eV/Å
net charge: 0
lowest unoccupied orbital energy: -0.0714 Ha
Kohn-Sham gap: 0.243 Eh
E_HOMO: -0.314 hartree

Structure (XYZ):
```
147
Properties=species:S:1:pos:R:3:forces:R:3:mulliken_charge:R:1
N -3.44716 1.41856 -1.69595 -0.3 0.3 0.0 -0.775
P -3.26723 2.32513 -0.43523 0.3 -0.3 -1.2 0.438
C -1.68655 3.22575 -0.32808 -0.7 -0.3 0.5 -0.378
C -0.60435 2.88084 0.45056 -0.2 -0.1 -0.4 0.913
C -0.72233 1.68223 1.35458 -0.3 0.2 1.0 0.199
C -1.38034 1.99058 2.72122 0.0 0.5 -0.2 -1.920
C -1.05655 3.38169 3.25196 -0.2 -0.2 0.6 0.948
S -1.08194 3.32319 5.07499 0.4 -0.2 0.1 -0.196
C -0.59165 5.00865 5.47798 -0.4 -0.5 0.0 0.439
S -1.62077 6.21935 5.15947 -0.1 0.3 0.1 -0.231
N 0.66254 5.08948 6.05128 -0.4 0.7 -0.8 0.139
C 1.04122 6.44121 6.49510 0.7 -0.1 0.5 -0.710
C 1.75776 7.20666 5.41148 0.1 0.3 -0.1 -0.280
O 3.03790 6.63852 5.17881 0.2 -0.1 -0.6 -0.499
C 3.02662 5.22723 5.32020 -0.3 -0.2 1.0 -0.683
C 1.66752 4.62650 5.05499 0.4 -0.3 -0.1 -0.626
C 0.62465 3.64349 0.39957 0.1 0.1 0.1 0.546
C 1.81982 3.21857 1.22552 0.2 -0.2 -0.5 0.661
C 3.20052 3.38692 0.58523 -0.4 0.6 -0.3 -0.798
O 3.90310 4.54385 1.00738 0.3 -0.2 0.1 -0.553
C 0.66331 4.74132 -0.40149 -0.1 -0.2 0.2 0.680
F 1.72916 5.52652 -0.47516 0.3 0.1 0.1 -0.370
C -0.44266 5.12274 -1.18837 1.0 0.5 0.0 0.683
N -0.47314 6.18146 -1.99075 -0.2 0.4 -0.4 -0.712
S -1.93231 6.16335 -2.65444 0.2 0.2 0.0 0.151
N -2.55268 4.87242 -1.96138 -0.6 -0.2 -0.2 -0.630
C -1.61394 4.36935 -1.16360 -0.1 -0.3 0.2 1.004
H -2.63917 1.41719 -2.30150 -0.1 0.0 -0.2 0.240
H -4.22225 3.35406 -0.36998 0.0 0.0 0.4 0.140
H -3.39255 1.61891 0.76502 -0.2 0.2 0.3 -0.042
H -1.31727 0.91413 0.88227 0.1 0.5 0.6 -0.142
H 0.22801 1.21555 1.56913 0.4 0.0 -0.2 0.022
H -1.07209 1.26332 3.46364 0.1 -0.4 0.0 0.723
H -2.45344 1.91054 2.61180 -0.3 -0.1 0.1 0.102
H -1.77191 4.13050 2.94425 0.0 0.2 -0.3 0.582
H -0.05538 3.65354 2.96709 0.2 0.3 -0.2 -0.980
H 0.22164 6.98937 6.92830 -0.4 0.0 -0.1 0.546
H 1.77611 6.31371 7.28561 0.1 -0.1 0.3 0.050
H 1.93792 8.22790 5.71943 0.0 0.3 0.2 0.455
H 1.17869 7.25780 4.49212 -0.2 -0.1 -0.2 0.169
H 3.75052 4.73584 4.67836 0.2 0.3 -0.3 0.597
H 3.30287 4.99735 6.34724 0.1 -0.2 -0.1 0.214
H 1.75111 3.54694 5.03339 -0.1 -0.2 0.2 0.232
H 1.35546 4.94313 4.05933 -0.1 0.1 -0.2 0.297
H 1.72336 2.16109 1.39415 0.0 -0.3 0.2 -0.864
H 1.79946 3.68036 2.21139 0.1 0.1 0.2 -0.397
H 3.80850 2.50758 0.75788 0.1 -0.2 0.3 0.399
H 3.05564 3.47792 -0.48602 0.1 -0.1 -0.3 0.370
H 3.37800 5.00695 1.65796 -0.1 0.2 0.1 0.394
C 1.22676 -2.34765 4.14889 -0.1 -0.1 0.0 -1.071
C 1.62970 -1.15123 3.70368 -0.3 -0.1 0.2 0.288
C 2.51007 -1.00824 2.49085 0.2 -0.2 -0.2 1.214
O 2.81021 0.12324 2.14775 -0.1 0.2 0.1 -0.577
C 2.94514 -2.20436 1.80415 0.0 0.1 0.0 -1.083
C 2.52571 -3.40720 2.23206 0.1 0.1 -0.3 0.344
C 1.62494 -3.54675 3.43716 0.0 0.3 0.3 1.113
O 1.27318 -4.66422 3.76298 0.1 -0.1 -0.1 -0.606
O 2.84264 -4.54070 1.62887 -0.3 0.1 0.3 -0.592
O 1.27356 -0.00675 4.27702 0.1 0.0 -0.2 -0.575
H 0.59074 -2.46173 5.01524 0.0 0.0 0.0 0.497
H 3.58309 -2.08702 0.93989 0.0 0.0 0.0 0.496
H 2.31566 -5.24246 2.06851 0.3 -0.2 -0.2 0.356
H 1.66402 0.69621 3.72329 0.1 0.1 0.1 0.165
C 6.01266 3.20872 8.94332 -0.1 0.0 -0.1 -1.084
C 6.93933 3.09106 9.90531 -0.1 -0.1 -0.3 0.409
C 7.06577 4.10031 11.01627 -0.2 0.4 0.1 1.020
O 7.92136 3.90724 11.85738 0.1 -0.2 0.0 -0.614
C 6.16742 5.24059 11.01737 0.1 0.0 0.1 -0.943
C 5.24459 5.35858 10.05361 0.1 0.1 0.2 0.333
C 5.10321 4.33529 8.95932 0.2 -0.3 -0.1 0.900
O 4.22458 4.50909 8.13173 0.0 0.1 0.3 -0.513
O 4.39324 6.37235 9.98839 -0.1 -0.1 -0.1 -0.574
O 7.80450 2.09219 9.95756 0.1 0.0 0.1 -0.568
H 5.91194 2.48917 8.14343 0.0 0.0 0.0 0.444
H 6.27628 5.96789 11.80906 0.0 0.0 0.0 0.425
H 3.84015 6.21350 9.20084 0.0 0.0 0.0 0.314
H 8.35402 2.24973 10.74965 0.0 0.0 0.0 0.363
C 0.82757 -8.43713 0.62115 0.0 -0.1 -0.1 -1.045
C 0.64079 -7.76914 1.76612 0.2 0.0 -0.4 0.441
C -0.69445 -7.71615 2.45098 -0.3 -0.1 -0.1 1.206
O -0.77480 -7.09913 3.49265 0.2 0.0 0.1 -0.604
C -1.81562 -8.37392 1.80751 0.0 0.0 0.4 -1.155
C -1.63681 -9.02438 0.65905 -0.2 0.1 0.1 0.390
C -0.29604 -9.12458 -0.00254 0.3 0.2 0.0 1.042
O -0.21557 -9.75239 -1.04079 -0.2 -0.1 0.0 -0.640
O -2.64472 -9.61931 0.01386 0.3 -0.2 -0.1 -0.577
O 1.59395 -7.06649 2.36925 0.0 0.0 0.3 -0.640
H 1.78411 -8.47706 0.11937 0.0 0.0 0.0 0.466
H -2.77877 -8.30195 2.28255 0.0 0.0 0.0 0.495
H -2.25742 -10.01775 -0.78901 0.0 0.0 0.0 0.321
H 1.18443 -6.66944 3.16969 0.0 0.0 0.0 0.309
C -6.05064 -6.47139 -1.68008 -0.1 0.1 0.0 -0.890
C -5.31590 -7.08776 -0.74129 -0.2 0.0 -0.4 0.368
C -5.00263 -6.41219 0.57231 -0.1 0.4 0.0 1.015
O -4.35003 -7.00694 1.40627 0.1 -0.5 -0.1 -0.582
C -5.48443 -5.06852 0.78877 -0.1 0.0 0.2 -0.854
C -6.20351 -4.45454 -0.15238 0.0 0.1 0.3 0.171
C -6.54629 -5.12700 -1.45020 0.1 -0.2 -0.2 1.004
O -7.22217 -4.50367 -2.24854 0.0 0.1 0.1 -0.644
O -6.66205 -3.21707 -0.01042 -0.1 0.0 -0.2 -0.601
O -4.82534 -8.30972 -0.92048 0.0 0.3 0.5 -0.591
H -6.28727 -6.93804 -2.62566 0.0 0.0 0.0 0.436
H -5.23420 -4.59293 1.72652 0.0 0.0 0.0 0.457
H -7.15127 -3.01635 -0.83098 0.0 0.0 0.0 0.363
H -4.31747 -8.54842 -0.11585 0.0 -0.1 -0.3 0.281
C -2.47865 -2.21964 -0.77812 0.0 0.0 0.1 -0.633
C -1.58304 -1.26354 -1.07717 -0.4 -0.4 0.0 -0.669
C -0.54131 -1.45698 -2.14890 0.0 -0.4 -0.2 1.526
O 0.22012 -0.53370 -2.36668 0.0 0.3 0.2 -0.691
C -0.50081 -2.72532 -2.85257 0.2 0.1 0.1 -1.394
C -1.39410 -3.67581 -2.55073 0.2 0.0 -0.2 0.305
C -2.45032 -3.47648 -1.49936 -0.1 0.1 0.2 0.801
O -3.22829 -4.39764 -1.30842 0.1 0.0 -0.1 -0.303
O -1.42087 -4.86119 -3.15009 -0.1 0.0 0.1 -0.645
O -1.54403 -0.09097 -0.46692 0.5 -1.1 -0.8 -0.021
H -3.23255 -2.09194 -0.01350 0.0 0.1 0.0 0.589
H 0.25936 -2.85831 -3.60813 -0.1 0.0 0.1 0.533
H -2.16358 -5.34977 -2.74804 -0.1 0.0 0.0 0.312
H -0.81566 0.42056 -0.88163 -0.1 -0.2 -0.2 -0.003
C 0.79877 -1.13376 -8.94332 0.0 0.0 -0.2 -0.989
C 0.32805 -1.47959 -7.73823 0.0 0.1 -0.2 0.229
C 1.22522 -2.00990 -6.65496 0.4 -0.1 0.0 0.789
O 0.71555 -2.28584 -5.58289 -0.1 0.0 -0.2 -0.465
C 2.63738 -2.16949 -6.94206 -0.1 0.0 0.2 -1.115
C 3.11061 -1.82603 -8.14796 0.1 -0.1 0.3 0.464
C 2.21573 -1.27175 -9.22564 -0.4 0.1 0.0 1.033
O 2.73321 -0.97036 -10.28436 0.2 -0.1 0.0 -0.650
O 4.38560 -1.94329 -8.48608 0.0 0.0 -0.1 -0.578
O -0.95415 -1.38105 -7.40708 0.0 0.0 0.1 -0.555
H 0.16087 -0.74975 -9.72758 0.0 0.0 0.0 0.687
H 3.27017 -2.56663 -6.16118 0.0 0.0 0.0 0.443
H 4.45020 -1.62278 -9.40638 0.0 0.0 -0.1 0.360
H -1.02077 -1.68784 -6.48324 0.0 0.0 0.0 0.300
C -3.14055 2.38736 -13.20357 -0.1 0.1 0.0 -0.891
C -2.08951 1.63672 -12.84781 -0.1 0.1 -0.2 0.205
C -1.92937 1.10723 -11.44858 -0.2 0.0 0.4 0.988
O -0.95271 0.41722 -11.21715 0.1 0.0 -0.2 -0.562
C -2.93277 1.44524 -10.45961 0.1 -0.1 0.0 -1.063
C -3.98340 2.19905 -10.81400 0.1 -0.1 0.2 0.468
C -4.15888 2.70924 -12.22024 0.2 0.0 -0.4 0.944
O -5.14977 3.37148 -12.46013 -0.1 0.0 0.2 -0.619
O -4.93935 2.55024 -9.96943 -0.1 0.1 -0.1 -0.569
O -1.12005 1.30287 -13.68726 0.1 -0.1 0.1 -0.588
H -3.26733 2.77120 -14.20566 0.0 0.0 0.0 0.427
H -2.79782 1.07135 -9.45411 0.0 0.0 0.0 0.514
H -5.57234 3.08735 -10.48366 0.0 0.0 0.0 0.359
H -0.49050 0.75946 -13.17569 0.0 0.0 0.0 0.357
```
Forces are in eV/Å.

This record from the OMol25 dataset describes a cluster of 9 separate species, C58H50O19 in total in a non-equilibrium geometry. The level of theory is ωB97M-V with the def2-TZVPD basis set.

Computed properties:
E_tot: -99850.242 eV
strongest force on any atom: 1.0 eV/Å
SMILES string: CC(C)[C@@H](C)CO[C@H]1CCC(=O)O1.O=C1C=CC(=O)C=C1.O=C1C=CC(=O)C=C1.O=C1C=CC(=O)C=C1.O=C1C=CC(=O)C=C1.O=C1C=CC(=O)C=C1.O=C1C=CC(=O)C=C1.O=C1C=CC(=O)C=C1.O=C1C=CC(=O)C=C1
net charge: 0
lowest unoccupied orbital energy: -0.0662 Ha
Kohn-Sham gap: 0.300 Eh
E_HOMO: -0.366 hartree

Structure (XYZ):
```
127
Properties=species:S:1:pos:R:3:forces:R:3:mulliken_charge:R:1
C 1.11291 -0.23894 0.92869 -0.3 0.0 0.1 -1.616
C 0.53160 -0.80210 2.21715 0.1 0.1 0.2 0.790
C -0.32515 0.29467 2.86546 0.2 -0.2 -0.5 -0.437
C 1.56518 -1.30525 3.23258 -0.4 0.1 0.1 1.437
C 0.87532 -1.69610 4.55524 0.3 -0.5 -0.5 -1.897
C 2.34773 -2.53442 2.80959 0.1 -0.2 0.1 -1.666
O 3.13408 -2.46041 1.62215 -0.5 0.5 -0.5 -0.310
C 4.42258 -2.05676 1.78391 0.3 -0.3 0.3 0.144
C 5.05587 -1.46088 0.55835 -0.2 0.2 0.0 -0.497
C 6.23239 -0.75604 1.20840 0.1 0.1 -0.4 -0.590
C 5.57826 -0.20984 2.44848 0.1 0.7 0.7 0.480
O 5.85281 0.76049 3.10319 0.0 -0.5 -0.4 -0.613
O 4.53217 -1.00322 2.76455 -0.1 0.1 0.1 -0.230
H 0.29701 0.06040 0.28148 -0.2 0.1 -0.2 0.542
H 1.71064 -0.94112 0.37305 0.4 -0.2 -0.1 0.128
H 1.68218 0.66143 1.14499 0.3 0.1 0.0 0.301
H -0.13010 -1.63658 1.98639 -0.1 -0.2 -0.2 0.010
H 0.24315 0.83994 3.60808 0.1 0.2 0.2 0.404
H -0.63974 0.98553 2.09462 -0.2 0.3 -0.1 -0.273
H -1.21508 -0.12209 3.30270 -0.3 0.0 0.4 -0.078
H 2.23340 -0.47970 3.45159 0.3 0.1 -0.1 0.245
H 1.13689 -2.72020 4.81189 0.0 -0.3 0.1 0.567
H 1.22469 -1.10265 5.37485 -0.1 0.4 0.3 0.450
H -0.20268 -1.67067 4.48858 -0.3 0.1 0.1 0.279
H 2.99451 -2.84412 3.62650 0.1 -0.1 0.3 0.555
H 1.64128 -3.33960 2.64127 -0.2 -0.2 -0.1 0.484
H 5.04351 -2.87453 2.16416 0.0 -0.3 0.2 0.262
H 5.24101 -2.17334 -0.23114 0.3 -0.2 -0.1 0.387
H 4.39128 -0.68763 0.18829 -0.3 0.0 -0.3 0.145
H 7.03299 -1.43766 1.47691 0.1 -0.2 0.2 0.300
H 6.66724 0.02819 0.61638 0.1 0.4 -0.2 0.318
O -3.12537 -1.26606 4.69007 0.1 0.0 0.0 -0.592
C -4.11370 -0.69680 4.28078 0.0 0.0 -0.1 0.337
C -4.33337 -0.48088 2.82882 0.0 0.0 0.1 -0.252
C -5.41481 0.14938 2.38506 0.0 0.0 0.0 -0.346
C -6.44666 0.65838 3.31777 0.0 -0.1 0.0 0.418
O -7.44293 1.21827 2.90882 -0.1 0.0 0.0 -0.634
C -6.22995 0.44291 4.77110 0.0 0.0 0.0 -0.528
C -5.14939 -0.18887 5.21761 0.0 0.0 0.0 -0.417
H -3.57005 -0.86669 2.16580 0.0 0.0 0.0 0.494
H -5.59740 0.31686 1.33127 0.0 0.1 0.0 0.683
H -7.00049 0.82212 5.43006 0.0 0.0 0.0 0.430
H -4.96613 -0.36307 6.27011 0.0 0.0 0.0 0.449
O 4.20267 -2.36809 -4.84342 0.1 0.0 0.0 -0.628
C 3.27540 -1.88069 -4.22957 0.0 0.0 0.0 0.452
C 2.52412 -2.66643 -3.21780 0.0 0.0 0.0 -0.522
C 1.50574 -2.12970 -2.55165 0.1 0.0 0.0 -0.286
C 1.09296 -0.71865 -2.78108 0.0 0.0 0.0 0.506
O 0.17306 -0.23192 -2.16062 -0.1 0.0 -0.1 -0.597
C 1.84764 0.06295 -3.78949 -0.1 -0.1 0.0 -0.391
C 2.85354 -0.48014 -4.46638 -0.1 0.0 -0.1 -0.368
H 2.85150 -3.68679 -3.06388 0.0 0.0 0.0 0.448
H 0.94009 -2.67616 -1.80765 0.0 0.0 0.0 0.448
H 1.52844 1.08617 -3.93823 0.0 0.0 0.0 0.439
H 3.41473 0.06148 -5.21510 0.0 0.0 0.0 0.499
O 10.16340 1.23533 -4.37948 0.1 0.0 0.0 -0.587
C 8.98905 1.16377 -4.09898 -0.1 0.0 0.0 0.353
C 8.31735 2.22504 -3.30423 0.0 0.0 0.0 -0.394
C 7.02829 2.14157 -2.99261 0.0 0.0 0.0 -0.496
C 6.20946 0.98852 -3.43504 0.0 -0.1 -0.1 0.511
O 5.02387 0.91008 -3.17327 0.1 0.1 0.1 -0.525
C 6.87472 -0.08021 -4.22107 0.0 0.0 0.0 -0.158
C 8.16616 0.00131 -4.52612 0.0 0.0 0.0 -0.495
H 8.93718 3.06070 -3.00674 0.0 0.0 0.0 0.446
H 6.51397 2.90510 -2.42170 0.0 0.0 0.0 0.522
H 6.24935 -0.91286 -4.52524 0.0 0.0 0.0 0.360
H 8.67959 -0.76137 -5.09828 0.0 0.0 0.0 0.459
O -1.35591 6.78289 -0.69310 0.0 0.1 0.0 -0.554
C -1.79378 5.75206 -0.23289 0.0 -0.1 0.0 0.274
C -0.95000 4.53414 -0.12661 0.0 0.0 0.0 -0.458
C -1.43194 3.40112 0.37504 0.0 0.0 0.0 0.006
C -2.83553 3.30823 0.85301 0.0 0.1 0.0 0.323
O -3.28087 2.27835 1.31105 0.0 -0.1 0.0 -0.361
C -3.68150 4.52485 0.74527 0.0 0.0 0.0 -0.429
C -3.19841 5.65717 0.24332 0.0 0.0 0.0 -0.420
H 0.06826 4.62766 -0.48151 0.0 0.0 0.0 0.457
H -0.83664 2.50091 0.45654 0.0 0.0 0.0 0.287
H -4.70091 4.42845 1.09718 0.0 0.0 0.0 0.459
H -3.79281 6.55743 0.15430 0.0 0.0 0.0 0.408
O 1.02341 -1.01780 7.57895 0.0 0.1 0.2 -0.454
C 1.77533 -1.18951 8.51272 0.1 0.0 0.0 0.332
C 1.26074 -1.46972 9.87748 0.0 0.0 0.0 -0.376
C 2.08911 -1.65675 10.90048 0.0 0.0 0.0 -0.382
C 3.56325 -1.59609 10.72061 0.0 0.0 -0.1 0.332
O 4.31654 -1.76900 11.65234 0.0 0.0 0.1 -0.546
C 4.07702 -1.31642 9.35455 0.0 0.0 0.0 -0.410
C 3.24894 -1.12851 8.33142 0.0 0.0 0.0 -0.301
H 0.18406 -1.50977 9.98115 0.0 0.0 0.0 0.425
H 1.74088 -1.86093 11.90483 0.0 0.0 0.0 0.391
H 5.15355 -1.27623 9.24967 0.0 0.0 0.0 0.413
H 3.59848 -0.92274 7.32727 0.0 0.0 0.0 0.551
O 7.48602 2.57946 -6.27131 0.0 0.1 0.0 -0.516
C 6.87928 2.27045 -7.27464 0.0 0.0 0.0 0.408
C 7.50207 1.41371 -8.31386 0.0 0.0 0.0 -0.356
C 6.83444 1.06810 -9.41059 0.0 0.0 0.0 -0.386
C 5.43805 1.52431 -9.63909 0.0 0.0 0.1 0.343
O 4.82901 1.20905 -10.63542 0.0 0.0 -0.1 -0.544
C 4.81652 2.38236 -8.59545 0.0 0.0 0.0 -0.404
C 5.48521 2.72785 -7.49936 0.0 0.0 0.0 -0.317
H 8.51902 1.09511 -8.12207 0.0 0.0 0.0 0.477
H 7.26400 0.44513 -10.18447 0.0 0.0 0.0 0.416
H 3.79983 2.70168 -8.78521 0.0 0.0 0.0 0.426
H 5.05660 3.35059 -6.72405 0.0 0.0 0.0 0.469
O -9.43877 -3.40619 -1.99595 0.0 0.0 -0.1 -0.555
C -8.82669 -3.35170 -0.95033 0.1 0.0 0.0 0.364
C -8.60103 -2.05790 -0.26158 0.0 0.0 0.0 -0.535
C -7.91825 -1.99187 0.87683 0.0 0.0 0.1 -0.152
C -7.35876 -3.21240 1.51065 0.0 0.0 -0.1 0.353
O -6.74176 -3.15366 2.55153 0.0 0.0 0.1 -0.507
C -7.58594 -4.51029 0.82135 0.0 0.0 0.0 -0.419
C -8.26662 -4.57477 -0.31928 0.0 0.0 0.0 -0.457
H -9.01946 -1.18122 -0.74005 0.0 0.0 0.0 0.494
H -7.74496 -1.05746 1.39597 0.0 0.0 0.0 0.537
H -7.16713 -5.38503 1.30215 0.0 0.0 0.0 0.420
H -8.44525 -5.50580 -0.84186 0.0 0.0 0.0 0.414
O -10.98641 1.11844 -6.49256 0.0 0.0 -0.1 -0.545
C -10.35978 1.17611 -5.45867 0.0 0.0 0.1 0.380
C -10.11703 2.47614 -4.77783 0.0 0.0 0.0 -0.345
C -9.42810 2.54375 -3.64258 0.0 0.0 0.0 -0.414
C -8.87287 1.32107 -3.00873 0.0 0.0 0.0 0.408
O -8.24816 1.37562 -1.97093 0.0 0.0 0.1 -0.507
C -9.11389 0.02492 -3.68818 0.0 -0.1 0.0 -0.227
C -9.80419 -0.04630 -4.82186 0.0 0.0 0.0 -0.384
H -10.53355 3.35056 -5.26102 0.0 0.0 0.0 0.400
H -9.23911 3.47665 -3.12709 0.0 0.0 0.0 0.415
H -8.69586 -0.84967 -3.20548 0.0 0.0 0.0 0.386
H -9.99525 -0.98178 -5.33148 0.0 0.0 0.0 0.437
```
Forces are in eV/Å.